Record 1
Density functional theory data (the ωB97M-V functional and the def2-TZVPD basis) for C7H18N2O11Zr as an isolated structure in a non-equilibrium geometry.

Output
- total energy (eV) = -34317.41439
- relative energy (zero: lowest compared OMol25 entry of this formula, charge and spin) (eV) = 0.0000

```
! RIJCOSX wB97M-V def2-TZVPD def2/J DEFGRID3
* xyz 2 1
Zr 0.52774 1.31425 -0.68760
C -2.35953 -2.92978 2.69436
C -3.70743 -2.81287 2.15429
C -4.07712 -1.58133 1.22563
O -5.25275 -1.47672 0.90656
C -2.97914 -0.70315 0.76866
C -1.68049 -1.04371 1.17377
C -1.37570 -2.12774 2.17067
O -0.18420 -2.39940 2.58741
O -0.79208 -0.16471 0.69181
O -4.70917 -3.53731 2.38740
H -2.10315 -3.70310 3.40334
H -3.18463 0.13660 0.12137
C 2.56003 -1.19350 0.11810
O 1.89549 -0.13534 -0.02284
N 3.79309 -1.30234 0.00668
N 1.95329 -2.41466 0.21982
H 4.32108 -0.44282 -0.04380
H 4.07807 -2.17641 0.42489
H 1.00075 -2.53041 0.53505
H 2.60895 -3.18219 0.25302
O -1.55803 1.57078 -1.62287
H -2.23761 0.89673 -1.61484
H -1.99309 2.34599 -1.97782
O 2.24656 2.52590 0.08029
H 2.22018 3.32347 0.60890
H 3.09859 2.13619 0.27624
O 0.23033 -0.40824 -2.14603
H -0.07526 -0.31969 -3.04880
H 0.21346 -1.35047 -1.97828
O -0.25441 2.53060 0.97902
H -1.09332 2.98344 0.89308
H 0.06446 2.77872 1.84677
O 2.18215 1.35833 -2.23851
H 2.51092 2.20665 -2.53600
H 2.79685 0.72150 -2.60296
O 0.39614 3.37366 -1.79534
H 0.89044 4.15751 -1.55558
H 0.02861 3.57556 -2.65580
*
```

Record 2
Density functional theory data (the ωB97M-V functional and the def2-TZVPD basis) for an isolated ion of composition C7H18N4 and charge +2 in a non-equilibrium geometry.

Output
- total energy (eV) = -13491.68139
- relative energy (zero: lowest compared OMol25 entry of this formula, charge and spin) (eV) = 3.5310

```
! RIJCOSX wB97M-V def2-TZVPD def2/J DEFGRID3
* xyz 2 1
C 0.42628 -0.22891 0.53412
C -1.54374 1.09126 1.11379
C -1.79322 3.38103 1.04741
C -2.72184 3.51466 2.21525
C 1.04562 -0.97253 -2.55183
C 2.59901 -1.29465 0.21428
C 0.61847 -1.75726 -1.34175
N -1.28406 2.38238 0.47726
N -0.86295 -0.11245 0.46689
N 1.17572 -1.08160 -0.20528
N 1.15593 -3.19838 -1.33600
H -1.28091 1.19923 2.24483
H -2.52128 0.80260 1.17318
H -1.33226 4.26865 0.51483
H -2.14093 3.60602 3.05037
H -3.41040 2.74100 2.10855
H -3.09761 4.58128 2.33831
H 0.47797 -1.29241 -3.38446
H 2.20542 -1.21115 -2.74170
H 0.99675 0.19689 -2.30590
H 2.98395 -0.27396 0.48440
H 2.58410 -2.15630 0.85281
H 3.01286 -1.56987 -0.69765
H -0.41184 -1.83013 -1.46526
H 0.75409 0.53136 1.14387
H -1.56626 -0.65119 0.01137
H 0.70138 -3.85584 -0.78274
H 2.23268 -3.17711 -0.99267
H 0.99709 -3.63261 -2.18627
*
```

Record 3
Density functional theory data (the ωB97M-V functional and the def2-TZVPD basis) for a 2-piece molecular cluster, C7H18NO2P overall in a non-equilibrium geometry.

Output
- total energy (eV) = -22423.69192
- relative energy (zero: lowest compared OMol25 entry of this formula, charge and spin) (eV) = 2.4575

```
! RIJCOSX wB97M-V def2-TZVPD def2/J DEFGRID3
* xyz 0 1
C 4.44633 -1.02819 -0.76177
C -1.84719 2.12358 1.35911
C -1.68338 1.52041 -1.02808
C 2.98073 -0.78431 -1.02896
C 2.06173 -0.26030 0.05669
C 0.64138 -0.03270 -0.49610
C -1.24471 1.36070 0.17466
N -0.23372 0.42762 0.56478
O -2.47190 -1.46790 -1.10366
O -4.47419 -0.64973 0.17263
P -2.99392 -1.42357 0.41339
H 5.02754 -1.27359 -1.53893
H 4.58768 -1.78423 0.01173
H 4.76955 -0.07033 -0.20416
H -2.24349 1.36990 1.95056
H -1.09315 2.49692 1.99313
H -2.56986 2.94591 1.14061
H -3.28683 -1.65302 -1.61048
H -1.24066 0.78685 -1.71010
H -2.64575 2.05399 -1.12794
H 2.83066 -0.02972 -1.84794
H 2.38607 -1.70645 -1.39490
H 2.18701 -1.00787 0.82330
H 2.41741 0.62931 0.57108
H 0.64547 0.63867 -1.36624
H 0.31280 -1.01973 -0.82237
H -4.66669 -0.04338 0.86743
H 0.22054 0.59211 1.42039
H -3.62707 -2.72086 0.44928
*
```

Record 4
Density functional theory data (the ωB97M-V functional and the def2-TZVPD basis) for a 2-piece molecular cluster, C7H18NO2P overall in a non-equilibrium geometry.

Output
- total energy (eV) = -22423.25640
- relative energy (zero: lowest compared OMol25 entry of this formula, charge and spin) (eV) = 2.8930

```
! RIJCOSX wB97M-V def2-TZVPD def2/J DEFGRID3
* xyz 0 1
C 3.44664 -1.47388 -0.19732
C -2.95120 0.08002 -1.24282
C -2.66454 1.51537 0.84641
C 1.96009 -1.27665 0.06922
C 1.53633 -0.09608 0.84766
C -0.06664 0.05835 0.98913
C -2.20387 1.14575 -0.53135
N -0.38320 0.36448 -0.39738
O -2.12733 3.76187 -1.82563
O -0.49995 1.98069 -2.53278
P -1.42681 2.57997 -1.35844
H 3.89155 -1.21534 0.76790
H 3.97518 -0.71844 -0.91667
H 3.64355 -2.54424 -0.49311
H -3.13205 -0.83593 -0.63999
H -3.90906 0.51394 -1.49317
H -2.45971 -0.20035 -2.24396
H -2.00469 0.94147 1.40987
H -3.69443 1.23000 1.08857
H -2.46153 2.55911 0.94557
H 1.39635 -1.31575 -0.78635
H 1.60571 -2.20039 0.61184
H 1.88422 -0.08364 1.91211
H 1.86317 0.79980 0.35794
H -0.58449 -0.67897 1.58018
H -0.00916 1.01739 1.45241
H -0.05583 1.23766 -2.15152
H -0.74950 -0.33698 -0.98264
H -0.51956 2.70140 -0.31937
*
```

Record 5
Density functional theory data (the ωB97M-V functional and the def2-TZVPD basis) for a 2-piece molecular cluster, C7H18NO2PS overall in a non-equilibrium geometry.

Output
- total energy (eV) = -33257.07583
- relative energy (zero: lowest compared OMol25 entry of this formula, charge and spin) (eV) = 1.9719

```
! RIJCOSX wB97M-V def2-TZVPD def2/J DEFGRID3
* xyz 0 1
C -2.09803 1.71675 -0.59700
C -2.17163 -0.97550 -2.43777
C -1.30118 -0.99724 -0.19108
C 3.78540 0.20372 0.21809
C 0.59497 -1.33902 2.99572
C -1.06010 1.13256 -1.43630
C -1.03706 -0.40548 -1.48824
N 2.96407 1.00074 1.02404
O 0.53262 1.39604 2.13111
O 1.67627 -0.86319 2.21556
P 1.42411 0.48183 1.33724
S 0.50643 -0.82500 -2.27728
H -2.03475 2.76210 -0.47890
H -1.83692 1.20301 0.28900
H -3.10958 1.50353 -0.95573
H -2.55412 -0.28373 -3.22132
H -2.11276 -1.88413 -2.88697
H -3.02739 -1.18276 -1.76545
H -2.30217 -0.57477 0.24117
H -1.34703 -2.08382 -0.16843
H -0.40993 -0.72921 0.43712
H 3.40722 -0.77826 0.24534
H 3.67318 0.56682 -0.94249
H 4.79916 0.23917 0.48611
H 0.04228 -0.47523 3.49210
H 1.17640 -1.73034 3.87236
H -0.05909 -1.88135 2.31119
H -0.11047 1.18146 -0.86930
H -1.01814 1.56999 -2.48657
H 3.00825 2.05130 0.90666
*
```

Record 6
Density functional theory data (the ωB97M-V functional and the def2-TZVPD basis) for a 2-piece molecular cluster, C7H18O overall.

Output
- total energy (eV) = -9597.90764
- relative energy (zero: lowest compared OMol25 entry of this formula, charge and spin) (eV) = 0.4308

```
! RIJCOSX wB97M-V def2-TZVPD def2/J DEFGRID3
* xyz 0 1
C -1.34064 -2.40624 0.40183
C 2.63575 0.75026 0.20762
C -0.40469 -1.60416 -0.50215
C 1.59097 -0.01999 -0.59962
C 0.64648 -0.82768 0.28782
H -0.76143 -3.13275 0.99621
H -1.87071 -1.72938 1.09284
H -2.08808 -2.95597 -0.19462
H 2.13817 1.45291 0.89705
H 3.24747 0.04954 0.80041
H 3.30293 1.32346 -0.45791
H 0.10912 -2.29090 -1.20204
H -0.99787 -0.89043 -1.10561
H 2.10127 -0.70951 -1.29934
H 0.99427 0.69096 -1.20289
H 0.13442 -0.13956 0.98764
H 1.24142 -1.54002 0.89119
O -1.22342 1.19849 -1.46250
C -0.62868 2.11269 0.64422
C -1.60772 1.22068 -0.08496
H -1.85259 0.62222 -1.94464
H -0.65641 3.13300 0.22613
H 0.39650 1.71861 0.54266
H -0.88085 2.16499 1.71673
H -1.58747 0.19866 0.33991
H -2.63821 1.61013 0.02403
*
```

Record 7
Density functional theory data (the ωB97M-V functional and the def2-TZVPD basis) for a 4-piece molecular cluster, C7H18O4 overall in a non-equilibrium geometry.

Output
- total energy (eV) = -15739.03140
- relative energy (zero: lowest compared OMol25 entry of this formula, charge and spin) (eV) = 1.3464

```
! RIJCOSX wB97M-V def2-TZVPD def2/J DEFGRID3
* xyz 0 1
C -0.32094 1.19809 -1.05655
O -1.14119 0.58089 -0.08098
C 1.08285 0.67562 -1.26426
C 1.85647 0.38012 0.01997
C 1.21582 -0.46865 1.11915
C 0.93822 0.08474 2.28923
C 0.01103 -2.65030 1.33678
C 0.99673 -1.90954 0.83038
H -0.84866 1.22015 -2.01933
H -0.20879 2.24867 -0.71370
H -1.08431 -0.35966 -0.30625
H 1.01858 -0.12208 -2.03480
H 1.68113 1.29538 -1.93738
H 2.86557 -0.06191 -0.09419
H 1.97785 1.32722 0.56893
H 1.17687 1.07716 2.64747
H 0.47163 -0.44403 3.12239
H -0.15646 -3.67397 1.03733
H -0.54299 -2.26006 2.18355
H 1.69702 -2.33609 0.11380
H 2.12384 3.31109 -0.66808
H 1.27482 4.46039 -0.14611
O 2.11819 4.26522 -0.55769
H -3.43397 -1.15805 0.95635
H -2.86295 -0.01137 0.24528
O -3.53635 -0.70760 0.11639
H -2.92780 -1.45249 -1.30639
H -3.03469 -2.48825 -2.49479
O -2.40750 -2.02069 -1.90649
*
```

Record 8
Density functional theory data (the ωB97M-V functional and the def2-TZVPD basis) for a 2-piece molecular cluster, C7H18OP overall in a non-equilibrium geometry.

Output
- total energy (eV) = -18876.43759
- relative energy (zero: lowest compared OMol25 entry of this formula, charge and spin) (eV) = 2.9019

```
! RIJCOSX wB97M-V def2-TZVPD def2/J DEFGRID3
* xyz 1 1
C -3.33953 0.88800 0.45340
C 3.28857 -1.70686 -0.16494
C 1.51078 2.43763 0.85349
C -2.78010 -0.65349 0.83702
C 2.45060 -1.13982 0.95748
C 1.41272 1.52026 -0.27329
C -3.32043 -1.56274 -0.05375
O 0.57737 -1.03896 -1.16356
P 0.85332 -0.27201 0.23817
H -3.81854 0.89049 -0.48324
H -2.51202 1.74207 0.59618
H -4.16280 1.02693 1.12705
H 2.83854 -2.66183 -0.58249
H 3.43837 -1.03433 -1.15123
H 4.22131 -1.87011 0.23498
H 0.56867 2.59094 1.36791
H 2.07626 2.14060 1.76537
H 1.78388 3.38879 0.43885
H -1.52638 -0.55222 0.92290
H -2.91139 -0.87970 1.86213
H 2.94357 -0.43200 1.64296
H 2.17163 -1.83338 1.83545
H 2.39169 1.37068 -0.74748
H 0.83372 2.07152 -1.02838
H -3.91740 -2.37013 0.31097
H -3.18251 -1.43463 -1.09950
H 1.31526 -1.32024 -1.80206
*
```

Q: Which value of relative energy (zero: lowest compared OMol25 entry of this formula, charge and spin) does entry 1 give?
A: 0.0000 eV